one | Density functional theory data (ωB97M-V/def2-TZVPD) for 2 unconnected molecules or ions with the total composition C4H14N2O.

Each line ends with the Mulliken charge.
Cartesian coordinates (Å):
1 C -2.615 -1.479 -0.264  -1.1491
2 C -1.196 -1.317 -0.699  -0.3752
3 N -0.819 0.023 -1.183  -0.4480
4 C 0.650 0.121 -1.382  -0.3260
5 C 1.161 1.692 -1.304  -0.6268
6 N 1.323 2.115 0.121  -0.5322
7 H -3.321 -1.311 -1.117  0.3076
8 H -2.762 -0.622 0.346  0.3064
9 H -2.719 -2.363 0.324  0.3673
10 H -0.730 -2.029 -1.308  0.4594
11 H -0.572 -1.415 0.162  0.1828
12 H -1.206 0.736 -0.548  0.2716
13 H 0.926 -0.269 -2.295  0.3630
14 H 1.284 -0.263 -0.531  0.1855
15 H 2.102 1.800 -1.909  0.2992
16 H 0.342 2.317 -1.837  0.2961
17 H 2.107 1.653 0.662  0.2097
18 H 0.637 2.304 0.838  0.2137
19 O 1.222 -0.837 3.625  -0.6509
20 H 0.922 -1.686 3.110  0.3198
21 H 1.681 -1.218 4.424  0.3259

## Properties
SMILES: CCNCCN.O
LUMO (eV): 0.60
Orbital gap (eV): 9.2

---

two | Density functional theory data (ωB97M-V/def2-TZVPD) for 2 unconnected molecules or ions with the total composition C4H14N2O.

Each line ends with the Mulliken charge.
Cartesian coordinates (Å):
1 N -0.011 -2.177 -1.461  -0.6591
2 C 0.260 -0.745 -1.764  -0.2931
3 C 0.442 0.031 -0.443  -0.6903
4 C -0.258 1.370 -0.324  -0.5980
5 C -1.753 1.356 -0.683  -0.7765
6 N -2.574 0.502 0.177  -0.5636
7 H -0.075 -2.683 -2.336  0.2180
8 H 0.787 -2.554 -0.969  0.2083
9 H 1.169 -0.606 -2.362  0.3137
10 H -0.627 -0.419 -2.296  0.2361
11 H 0.049 -0.670 0.306  0.3326
12 H 1.485 0.007 -0.160  0.4201
13 H 0.228 2.144 -0.927  0.3145
14 H -0.199 1.733 0.701  0.3436
15 H -2.089 2.392 -0.673  0.3280
16 H -1.888 1.026 -1.718  0.3295
17 H -2.557 -0.435 -0.194  0.2866
18 H -2.296 0.572 1.141  0.2487
19 O 3.136 -0.092 3.781  -0.6318
20 H 3.566 0.505 4.404  0.3155
21 H 3.857 -0.280 3.170  0.3172

## Properties
SMILES: NCCCCN.O
LUMO (eV): 0.79
Orbital gap (eV): 9.7

---

Least stable structure among those shown: one.